Entry 1:
Molecular formula: C6H8LiO6Tm
Method: DFT, ωB97M-V with the def2-TZVPD basis set

Computed properties:
⟨S²⟩   2.002
Charge   +2
LUMO (spin up / spin down)   -8.570 / -8.514 eV
Multiplicity   3

Element x y z (Å)
Li1 2.07 -3.19 0.63
O1 0.29 -2.42 0.13
O2 -1.69 -1.48 0.65
C1 -0.39 2.12 -0.81
C2 -0.37 1.05 0.26
O3 -0.11 -0.40 -0.51
C3 -0.54 -1.50 0.07
H1 -1.02 1.85 -1.66
H2 0.68 2.44 -0.45
H3 -0.93 2.99 -0.43
H4 0.47 1.20 0.94
Tm1 1.61 -1.60 -1.81
O4 2.95 -2.10 -0.55
O5 4.11 -0.21 -0.02
C4 -2.46 -0.24 0.70
C5 -1.58 0.89 1.15
O6 3.02 -0.47 -1.96
C6 3.48 -0.92 -0.82
H5 -2.90 -0.05 -0.29
H6 -3.28 -0.46 1.40
H7 -1.24 0.71 2.18
H8 -2.17 1.82 1.17

Entry 2:
Molecular formula: C6H8MgO5
Method: DFT, ωB97M-V with the def2-TZVPD basis set

Computed properties:
Charge   +2
LUMO   -10.886 eV

Element x y z (Å)
Mg1 2.00 -2.36 1.25
O1 2.21 -0.94 0.03
O2 1.52 1.20 0.10
C1 0.99 2.12 -0.85
C2 1.08 1.34 -2.16
O3 1.11 -0.02 -1.72
C3 1.31 -0.09 -0.36
H1 -0.05 2.38 -0.58
H2 1.60 3.03 -0.83
H3 2.01 1.55 -2.70
H4 0.22 1.49 -2.81
O4 -0.11 -1.53 1.14
C4 -1.45 -1.74 1.71
C5 -2.25 -0.63 1.03
O5 -1.25 0.00 0.15
C6 -0.14 -0.56 0.29
H5 -1.75 -2.76 1.43
H6 -1.36 -1.64 2.79
H7 -2.61 0.15 1.71
H8 -3.06 -0.99 0.38

Entry 3:
Molecular formula: C6H8N
Method: DFT, ωB97M-V with the def2-TZVPD basis set

Computed properties:
Charge   +1
LUMO (spin up / spin down)   -4.015 / -4.015 eV

Element x y z (Å)
C1 -2.97 0.21 0.29
C2 -1.90 -0.64 0.26
C3 -1.80 1.05 0.05
C4 -1.27 0.06 -0.88
C5 -0.27 -0.82 -0.17
C6 1.95 0.15 -0.10
N1 0.75 -0.24 0.67
H1 -1.27 1.65 0.74
H2 -1.49 0.00 -1.91
H3 0.10 -1.78 -0.61
H4 2.00 -0.38 -1.08
H5 1.84 1.27 -0.15
H6 3.07 -0.09 0.26
H7 0.32 0.50 1.12
H8 0.92 -0.94 1.49

Entry 4:
Molecular formula: C6H8N
Method: DFT, ωB97M-V with the def2-TZVPD basis set

Computed properties:
Charge   +1
LUMO   -6.098 eV

Element x y z (Å)
C1 -1.45 -3.04 -0.75
C2 0.75 0.48 1.12
C3 -1.22 -2.14 0.13
C4 -0.29 -0.24 1.02
C5 1.37 1.65 0.28
C6 -1.30 -1.05 0.90
N1 0.65 1.85 -0.96
H1 -1.98 -2.65 -1.65
H2 1.24 0.40 2.02
H3 -1.59 -4.11 -0.45
H4 2.36 1.36 -0.05
H5 1.32 2.55 0.84
H6 -2.21 -0.79 1.37
H7 -0.22 2.45 -1.13
H8 1.21 1.59 -1.87

Entry 5:
Molecular formula: C6H8N
Method: DFT, ωB97M-V with the def2-TZVPD basis set

Computed properties:
Charge   +1
LUMO (spin up / spin down)   -7.390 / -7.961 eV

Element x y z (Å)
C1 2.48 -0.52 0.21
C2 1.62 -1.11 1.06
C3 3.83 -0.10 -0.56
C4 -1.17 0.90 0.73
C5 -0.67 -0.21 0.24
C6 -0.80 -1.14 -0.89
N1 2.55 0.17 -0.92
H1 4.51 0.58 -0.05
H2 4.30 -0.90 -1.06
H3 -1.81 1.60 0.18
H4 -0.66 1.38 1.52
H5 0.48 -0.60 0.96
H6 -0.06 -1.96 -0.73
H7 -0.58 -0.72 -1.83
H8 -1.74 -1.53 -0.95

Entry 6:
Molecular formula: C6H8N
Method: DFT, ωB97M-V with the def2-TZVPD basis set

Computed properties:
Charge   +1
LUMO   -4.570 eV

Element x y z (Å)
C1 0.42 1.37 -2.62
C2 -0.33 -1.81 0.86
C3 -0.51 -1.27 -0.31
C4 -0.23 -0.58 1.74
C5 -0.59 0.04 0.31
C6 0.75 1.40 -0.19
N1 0.64 1.55 -1.51
H1 0.53 1.18 -3.61
H2 -0.67 -2.84 1.18
H3 -0.54 -1.81 -1.24
H4 -0.97 -0.21 2.44
H5 0.80 -0.53 2.05
H6 -1.66 0.44 0.35
H7 0.64 2.25 0.56
H8 1.73 0.83 -0.02

Entry 7:
Molecular formula: C6H8N
Method: DFT, ωB97M-V with the def2-TZVPD basis set

Computed properties:
Charge   +1
LUMO   -5.435 eV
SMILES   C#C[N+]1=C(CC)C1

Element x y z (Å)
C1 -3.39 0.76 -0.33
C2 -2.42 0.07 -0.10
C3 0.03 -0.37 0.39
C4 -0.59 -1.67 0.51
C5 2.30 0.45 -0.52
C6 0.99 0.75 0.35
N1 -1.26 -0.41 0.20
H1 -4.16 1.26 -0.84
H2 -0.53 -2.38 -0.37
H3 -0.70 -2.05 1.55
H4 3.06 -0.23 -0.19
H5 2.83 1.40 -0.81
H6 1.86 0.04 -1.45
H7 0.63 1.78 0.20
H8 1.33 0.61 1.39

Entry 8:
Molecular formula: C6H8N
Method: DFT, ωB97M-V with the def2-TZVPD basis set

Computed properties:
Charge   +1
LUMO   -5.245 eV
SMILES   C=C=[N+]=C1C[C@H]1C

Element x y z (Å)
C1 0.02 -0.30 0.82
C2 2.50 -0.93 0.34
C3 3.74 -1.30 0.17
C4 -1.41 0.17 1.45
C5 -1.17 -0.21 -0.01
C6 -1.32 0.91 -0.99
N1 1.27 -0.61 0.62
H1 4.18 -1.59 -0.82
H2 4.47 -1.25 0.99
H3 -1.89 -0.45 2.21
H4 -1.28 1.16 1.76
H5 -1.40 -1.14 -0.38
H6 -1.23 1.80 -0.43
H7 -2.30 0.85 -1.47
H8 -0.64 0.86 -1.87

Entry 9:
Molecular formula: C6H8N
Method: DFT, ωB97M-V with the def2-TZVPD basis set

Computed properties:
Charge   +1
LUMO   -3.749 eV
SMILES   C1=C2CCC[NH+]=C12

Element x y z (Å)
C1 2.37 -0.17 0.05
C2 1.21 0.63 0.14
C3 -1.14 -0.47 0.35
C4 -0.13 -1.48 -0.21
C5 -1.02 0.87 -0.19
C6 1.19 -0.79 0.08
N1 0.30 1.54 -0.01
H1 3.52 -0.13 0.05
H2 -2.13 -0.85 0.26
H3 -0.98 -0.37 1.50
H4 -0.23 -2.47 0.23
H5 -0.34 -1.50 -1.32
H6 -1.30 1.07 -1.31
H7 -1.63 1.55 0.30
H8 0.30 2.57 0.10

Entry 10:
Molecular formula: C6H8N
Method: DFT, ωB97M-V with the def2-TZVPD basis set

Computed properties:
Charge   +1
LUMO (spin up / spin down)   -7.275 / -7.263 eV

Element x y z (Å)
C1 0.51 -3.36 1.65
C2 0.34 -2.27 1.07
C3 -0.01 -0.23 -0.32
C4 -0.12 -0.38 -1.71
C5 -0.49 2.21 -0.22
C6 0.18 0.99 0.55
N1 0.07 -1.42 0.24
H1 0.66 -4.13 2.27
H2 -0.04 0.50 -2.35
H3 -0.18 -1.30 -2.21
H4 -1.56 2.08 -0.02
H5 -0.21 2.35 -1.26
H6 -0.34 3.27 0.09
H7 -0.13 0.69 1.51
H8 1.33 0.99 0.72

The records above yield E_tot values of -48355.3633, -22015.3755, -7825.4442, -7829.8102, -7824.2586, -7829.3371, -7829.4575, -7830.1398, -7831.8021, -7828.8037 eV, respectively.